Entry 1:
C26H48Cl3N6NdO3Si | wB97M-V/def2-TZVPD

CARTESIAN COORDINATES (ANGSTROEM)
C 0.688 2.501 -5.394
C -0.269 1.993 -4.355
H 0.169 3.135 -6.137
H 1.130 1.667 -5.961
H 1.475 3.118 -4.930
C -1.463 1.473 -4.711
C -1.821 1.146 -6.118
H -2.281 1.352 -3.999
H -1.169 0.359 -6.555
H -1.758 2.040 -6.756
H -2.861 0.792 -6.157
Nd 0.677 -1.628 1.547
Cl 1.950 0.624 1.387
Cl 2.110 -3.198 0.083
H 4.154 -3.610 5.818
H 5.545 -1.068 5.582
C 4.247 -3.523 4.732
C 5.434 -1.349 4.526
N 4.210 -2.121 4.327
H 3.451 -4.091 4.252
C 3.156 -1.562 3.744
O 2.082 -2.176 3.478
H 5.367 -0.445 3.911
H 3.264 -0.495 3.476
H 5.222 -3.926 4.449
H 6.288 -1.966 4.222
H -0.274 -2.006 -2.748
H -2.615 -1.336 -3.159
C -0.629 -2.979 -2.372
C -2.973 -2.277 -2.715
N -1.967 -2.841 -1.825
H 0.065 -3.348 -1.611
C -2.235 -3.047 -0.512
O -1.469 -3.584 0.310
H -3.893 -2.088 -2.156
H -3.218 -2.632 -0.202
H -0.668 -3.661 -3.230
H -3.170 -2.980 -3.537
O 1.216 1.002 -2.674
C 0.262 2.061 -2.936
C -1.782 1.071 -1.853
C -0.859 2.102 -1.917
H -1.577 0.172 -2.435
C -2.983 1.218 -1.140
H 0.793 3.007 -2.810
C -1.044 3.248 -1.134
H -3.749 0.433 -1.194
C -3.172 2.358 -0.368
C -2.225 3.386 -0.392
H -0.274 4.027 -1.184
H -4.096 2.484 0.225
H -2.411 4.319 0.148
Si 2.751 0.588 -2.909
Cl -1.042 -0.577 0.160
C 2.646 -1.298 -2.909
C 3.731 1.141 -1.426
C 3.567 1.066 -4.518
H 2.033 -1.650 -2.068
H 3.631 -1.783 -2.789
H 2.200 -1.650 -3.850
H 2.979 0.716 -5.376
H 4.567 0.593 -4.591
H 3.719 2.154 -4.603
H 3.190 1.898 -0.837
H 4.706 1.542 -1.726
H 3.911 0.296 -0.741
C -0.713 -0.340 4.506
N -1.109 -0.267 3.085
C -1.234 1.179 2.703
N -2.207 1.890 3.542
C -1.759 1.776 4.956
N -1.670 0.357 5.389
C -3.007 -0.248 5.229
N -3.463 -0.197 3.819
C -2.486 -0.890 2.982
C -3.530 1.228 3.405
H 0.274 0.133 4.594
H -0.681 -1.405 4.784
H -1.563 1.194 1.655
H -0.247 1.660 2.771
H -2.481 2.275 5.617
H -0.758 2.229 5.045
H -2.957 -1.297 5.548
H -3.716 0.310 5.855
H -2.811 -0.843 1.938
H -2.400 -1.942 3.306
H -4.255 1.730 4.062
H -3.864 1.283 2.353

Atoms 1-6, force components in eV/Å:
C 0.11 -0.06 -0.56
C -0.61 -0.50 -0.09
H 0.13 -0.24 0.31
H 0.10 0.38 0.15
H -0.17 -0.40 -0.27
C 0.58 0.62 0.41

Output
HOMO energy (alpha / beta)	-8.25 / -8.27	eV
frontier orbital gap (alpha / beta)	0.3121 / 0.3132	Ha
total energy	-3805.47629	a.u.
⟨S²⟩	3.7532
net charge	0
multiplicity	4

Atom charges from the Mulliken analysis, given in e for atoms 1 to 5: C -1.946; C 0.815; H 0.464; H 0.224; H 0.374

Entry 2:
C3H8IN2 | wB97M-V/def2-TZVPD

CARTESIAN COORDINATES (ANGSTROEM)
C -1.280 -0.793 0.453
C -0.009 -1.043 -0.418
C 0.898 0.095 -0.409
N 0.524 1.328 -0.638
N -1.276 -0.657 -1.020
I 2.880 -0.102 0.313
H -1.359 -1.735 0.902
H -1.083 0.116 0.961
H 0.403 -1.977 -0.669
H 0.833 1.132 1.557
H -0.419 1.326 -1.075
H 0.950 2.236 -0.521
H -1.718 -1.404 -1.623
H 0.655 1.480 2.188

Atoms 1-6, force components in eV/Å:
C 2.43 -0.45 -2.76
C -0.56 2.16 -1.44
C 2.52 1.63 0.84
N -2.22 -1.96 -1.37
N -0.91 -0.66 0.29
I -0.75 -0.33 -0.55

Output
HOMO energy	-14.52	eV
frontier orbital gap	0.3490	Ha
total energy	-525.94345	a.u.
net charge	+1
multiplicity	1

Atom charges from the natural (NBO) analysis, given in e for atoms 1 to 5: C -0.155; C -0.235; C 0.294; N -0.706; N -0.596

Entry 3:
C3H5N4 | wB97M-V/def2-TZVPD

CARTESIAN COORDINATES (ANGSTROEM)
C 0.699 2.485 0.003
C 1.427 3.584 0.413
C -0.343 -1.278 -0.289
N 0.701 2.990 1.306
N 0.190 1.397 -0.418
N -0.612 0.952 0.550
N -0.885 -0.261 0.556
H 2.119 4.361 0.176
H 0.698 -1.059 -0.527
H -0.443 -2.250 0.191
H -0.890 -1.291 -1.238
H -1.590 -0.528 1.245

Atoms 1-6, force components in eV/Å:
C 0.46 1.12 2.43
C -0.74 -0.95 -0.66
C 0.48 -0.68 -1.21
N 0.82 1.17 -0.46
N -0.41 -1.88 -1.30
N -0.84 0.04 0.37

Output
structure (SMILES)	C/[NH+]=N\N=c1\cn1
HOMO energy	-15.25	eV
frontier orbital gap	0.3608	Ha
total energy	-335.91422	a.u.
net charge	+1
multiplicity	1

Atom charges from the natural (NBO) analysis, given in e for atoms 1 to 5: C 0.405; C 0.154; C -0.487; N -0.167; N -0.372

Entry 4:
C40H34MoN2O8P2S | wB97M-V/def2-TZVPD

CARTESIAN COORDINATES (ANGSTROEM)
Mo -1.052 0.961 -0.003
N -2.803 -0.407 0.164
C -3.688 -0.072 1.304
C -3.303 1.244 1.957
O -3.975 1.735 2.845
N -2.140 1.766 1.487
C -1.764 3.097 1.891
C -0.311 3.309 1.503
O 0.375 4.222 1.866
O 0.154 2.353 0.665
H -3.329 -0.213 -0.718
H -2.611 -1.400 0.167
H -3.625 -0.855 2.061
H -4.722 0.003 0.969
H -1.892 3.268 2.960
H -2.371 3.839 1.359
O 2.433 0.052 0.227
C 3.129 0.360 -0.934
C 4.493 0.599 -0.880
C 5.173 0.865 -2.056
C 4.489 0.896 -3.266
C 3.119 0.709 -3.291
C 2.410 0.446 -2.116
P 0.587 0.499 -2.082
C 0.266 1.774 -3.328
C 0.305 3.097 -2.897
C 0.082 4.123 -3.798
C -0.184 3.835 -5.130
C -0.220 2.519 -5.562
C 0.008 1.487 -4.663
C 0.028 -1.102 -2.735
C 0.823 -2.230 -2.528
C 0.338 -3.493 -2.830
C -0.945 -3.642 -3.339
C -1.741 -2.524 -3.546
C -1.263 -1.257 -3.243
C 2.521 -1.228 0.705
C 3.541 -2.110 0.365
C 3.609 -3.342 0.995
C 2.679 -3.696 1.963
C 1.642 -2.827 2.255
C 1.526 -1.596 1.609
P 0.071 -0.526 1.873
C -1.105 -1.779 2.490
C -1.457 -2.781 1.580
C -2.360 -3.768 1.930
C -2.918 -3.775 3.205
C -2.547 -2.807 4.122
C -1.637 -1.815 3.771
C 0.530 0.544 3.269
C -0.431 1.189 4.047
C -0.045 2.072 5.043
C 1.299 2.337 5.259
C 2.258 1.709 4.480
C 1.878 0.813 3.494
H 5.003 0.568 0.074
H 6.238 1.054 -2.028
H 5.020 1.098 -4.186
H 2.584 0.805 -4.227
H 0.487 3.327 -1.852
H 0.097 5.149 -3.455
H -0.375 4.639 -5.828
H -0.441 2.291 -6.596
H -0.032 0.460 -5.006
H 1.827 -2.127 -2.133
H 0.965 -4.361 -2.670
H -1.322 -4.628 -3.578
H -2.744 -2.629 -3.935
H -1.906 -0.398 -3.382
H 4.282 -1.838 -0.373
H 4.407 -4.024 0.732
H 2.749 -4.646 2.474
H 0.897 -3.122 2.982
H -1.006 -2.799 0.590
H -2.627 -4.533 1.213
H -3.631 -4.539 3.481
H -2.963 -2.816 5.120
H -1.353 -1.076 4.507
H -1.488 1.031 3.873
H -0.803 2.565 5.637
H 1.597 3.040 6.025
H 3.308 1.920 4.634
H 2.641 0.337 2.892
O -3.914 2.580 -0.878
S -3.488 1.810 -2.019
O -3.336 2.493 -3.267
O -1.898 1.403 -1.653
O -4.104 0.485 -2.096

Atoms 1-6, force components in eV/Å:
Mo -0.30 0.24 -0.65
N -0.04 0.14 -0.17
C -0.02 -0.04 0.03
C -0.10 0.00 0.10
O 0.03 -0.06 -0.04
N 0.02 -0.09 -0.24

Output
HOMO energy (alpha / beta)	-8.17 / -9.00	eV
frontier orbital gap (alpha / beta)	0.2730 / 0.3008	Ha
total energy	-3405.33968	a.u.
⟨S²⟩	2.0143
net charge	0
multiplicity	3

Atom charges from the Mulliken analysis, given in e for atoms 1 to 5: Mo -0.929; N -0.122; C -0.505; C 0.383; O -0.715

Entry 5:
C12H16BCuN4O2STe | wB97M-V/def2-TZVPD

CARTESIAN COORDINATES (ANGSTROEM)
Cu -0.208 0.670 -0.180
C 2.540 1.073 0.670
C 1.659 0.033 -0.073
O 2.298 -0.923 -0.514
H 3.567 0.712 0.799
H 2.094 1.301 1.645
H 2.542 2.001 0.089
B 0.170 5.104 -0.459
C -0.085 3.588 -0.791
N -0.344 2.473 -0.961
H 0.658 5.663 -1.421
H 0.926 5.152 0.492
H -0.911 5.604 -0.174
Te 1.098 -3.554 -0.381
C 0.720 -5.616 -0.227
C 1.248 -6.546 0.645
C 0.738 -7.865 0.509
C -0.188 -7.982 -0.483
S -0.425 -6.447 -1.253
H 1.992 -6.264 1.379
H 1.044 -8.700 1.131
H -0.750 -8.849 -0.797
C -4.612 -2.248 -0.119
N -4.067 -0.910 0.030
C -4.824 0.187 -0.148
C -4.312 1.413 0.106
C -2.952 1.496 0.502
N -2.148 0.443 0.507
C -2.690 -0.822 0.399
O -2.104 -1.846 0.618
N -2.454 2.663 1.009
H -5.700 -2.202 -0.112
H -4.256 -2.865 0.702
H -4.267 -2.706 -1.046
H -5.848 0.019 -0.453
H -4.924 2.298 0.013
H -2.611 3.487 0.443
H -1.462 2.569 1.195

Atoms 1-6, force components in eV/Å:
Cu 0.56 -0.77 0.16
C -0.09 0.09 0.03
C 0.69 -0.24 0.11
O -0.49 0.56 0.01
H -0.01 -0.05 -0.03
H 0.01 0.04 0.00

Output
HOMO energy	0.35	eV
frontier orbital gap	0.1387	Ha
total energy	-3167.90619	a.u.
net charge	-2
multiplicity	1

Atom charges from the natural (NBO) analysis, given in e for atoms 1 to 5: Cu 0.665; C -0.755; C 0.130; O -0.644; H 0.187

Entry 6:
C2H4BrI | wB97M-V/def2-TZVPD

CARTESIAN COORDINATES (ANGSTROEM)
C 0.432 -0.904 0.364
C -0.541 0.594 -0.260
Br -0.336 0.611 -2.147
I 0.160 2.374 0.838
H 1.392 -0.717 -0.191
H 0.525 -0.795 1.412
H -0.027 -1.858 -0.079
H -1.606 0.695 0.063

Atoms 1-6, force components in eV/Å:
C -1.51 2.18 -3.98
C 1.08 -2.09 2.46
Br -0.11 0.22 0.00
I 0.12 -0.64 -0.60
H -0.87 -0.19 0.84
H -0.07 -0.20 0.92

Output
structure (SMILES)	C[C@H](Br)I
HOMO energy	-9.58	eV
frontier orbital gap	0.3515	Ha
total energy	-2950.25464	a.u.
net charge	0
multiplicity	1

Atom charges from the natural (NBO) analysis, given in e for atoms 1 to 5: C -0.559; C -0.476; Br 0.078; I 0.085; H 0.215